# 1
The following is a quantum chemistry calculation of a structure of composition C24H45BF4P2Tm in a non-equilibrium geometry, from the Open Molecules 2025 dataset.

ORCA input file:
```
! wB97M-V def2-TZVPD RIJCOSX def2/J DEFGRID3
* xyz 1 3
Tm -0.42890 -0.29869 0.17423
C -1.29183 -1.26651 -1.74943
C 0.18566 -1.30711 -1.76525
C -0.54757 -2.71865 -0.05553
C -1.70901 -2.20906 -0.77801
C 0.62782 -2.21444 -0.68143
C -2.15622 -0.67515 -2.84880
H -1.72074 0.21729 -3.32414
H -3.16584 -0.40095 -2.52678
H -2.26371 -1.43101 -3.63563
C -3.13679 -2.61844 -0.53335
H -3.88727 -2.05229 -1.11343
H -3.54526 -2.52627 0.53309
H -3.20317 -3.69381 -0.74145
C -0.57196 -3.71597 1.08194
H -0.48255 -4.70708 0.64522
H -1.50272 -3.72731 1.64492
H 0.21754 -3.61345 1.83839
C 1.91301 -3.00055 -0.58616
H 1.78477 -3.85782 -1.25830
H 2.07082 -3.41689 0.41291
H 2.82729 -2.48917 -0.88209
C 0.85547 -1.17469 -3.09576
H 0.46706 -1.98358 -3.72457
H 1.93491 -1.29003 -3.03445
H 0.61356 -0.23892 -3.59809
C 1.38450 2.75484 -0.56324
C 1.14409 2.32683 -1.82117
C 2.05401 2.67963 -2.98356
C 3.40199 1.88397 -2.94783
C 3.56154 0.95233 -1.73816
C 3.82322 1.43554 -0.51929
C 3.92469 2.92983 -0.23132
C 2.54568 3.66389 -0.21423
H 2.27690 3.75829 -2.98307
H 4.21208 2.62477 -2.91437
H 1.52871 2.47647 -3.92716
H 2.59166 4.51753 -0.90626
H 0.82043 2.45157 0.32597
H 0.33307 1.65707 -2.12068
H 2.37624 4.08249 0.78529
H 4.45977 3.07699 0.71464
H 4.15954 0.78367 0.28396
H 4.54832 3.39966 -1.00324
H 3.55477 1.33168 -3.88450
H 3.65122 -0.10976 -1.94698
P -2.57257 1.37215 0.34191
C -4.12896 0.48163 0.25946
H -4.84874 1.27040 0.45159
H -4.26901 -0.28942 1.01701
H -4.31078 0.05303 -0.72249
C -2.67756 2.33637 1.83693
H -3.64493 2.82370 1.72603
H -1.88548 3.08470 1.87976
H -2.66554 1.72931 2.74324
C -2.77688 2.51030 -1.01087
H -2.02170 3.28962 -0.97434
H -3.76147 2.92039 -0.80432
H -2.76980 2.01762 -1.98086
P 0.98289 -0.26803 2.45760
C 2.33326 -1.46049 2.41777
H 3.00246 -1.05291 3.17204
H 2.85977 -1.60523 1.47438
H 1.96611 -2.43446 2.75205
C 1.29903 1.31092 3.24178
H 2.20442 1.75617 2.84722
H 1.43724 1.04818 4.28913
H 0.45608 2.00704 3.16408
C 0.22888 -1.05184 3.88611
H 1.05594 -1.08947 4.58720
H -0.13718 -2.05197 3.67321
H -0.57686 -0.44059 4.28201
F -2.11533 -1.12458 1.21301
B -3.13149 -2.27917 2.36002
F -3.45830 -3.58385 2.02617
F -2.11980 -2.16866 3.20594
F -4.19052 -1.37759 2.38439
*
```

Values from the calculation:
expectation value of S²: 2.00
largest force on an atom: 3.563 eV/A
gap between HOMO and LUMO (spin up / spin down): 8.17 / 8.24 eV
LUMO energy (spin up / spin down): -2.68 / -2.62 eV


# 2
The following is a quantum chemistry calculation of a cluster of 4 separate species, C12H20F2N2O8 in total in a non-equilibrium geometry, from the Open Molecules 2025 dataset.

ORCA input file:
```
! wB97M-V def2-TZVPD RIJCOSX def2/J DEFGRID3
* xyz 0 1
O 1.36162 2.67158 -2.53365
C 0.75016 1.67536 -2.62278
O 0.58461 0.74559 -1.70934
C -0.25298 -0.31785 -2.08512
C -0.80668 0.19498 -3.42084
F -2.02848 0.73746 -3.22303
O 0.01525 1.30601 -3.76326
H 0.32258 -1.23769 -2.14737
H -1.00193 -0.57714 -1.30061
H -0.91500 -0.50727 -4.22776
O 0.86561 -1.50189 0.33814
C 0.41150 -0.69750 1.07906
O -0.84340 -0.65716 1.51709
C -0.87750 0.23444 2.66673
C 0.52965 0.63889 2.90951
F 1.04399 -0.12380 3.94135
O 1.17829 0.24871 1.68298
H -1.50773 1.14324 2.36404
H -1.25436 -0.23960 3.50859
H 0.71337 1.68433 3.07464
C -1.54302 4.15172 -1.28611
N -0.35163 4.46803 -0.48467
C -0.24983 3.89770 0.74249
C 0.84847 4.58163 1.55175
O -1.05077 3.04891 1.15374
H -1.70881 3.06371 -1.46531
H -1.45998 4.64438 -2.21714
H -2.53795 4.45519 -0.86822
H 0.25059 5.14021 -0.76241
H 1.52855 3.73795 1.96484
H 0.34392 5.05742 2.34248
H 1.43949 5.36301 1.00172
C -1.32034 -5.11158 0.19411
N -0.04810 -4.48932 0.44044
C 1.05356 -4.95776 -0.18440
C 2.40502 -4.34329 0.26010
O 0.98182 -5.88229 -0.99204
H -1.41338 -6.13794 0.61001
H -1.57317 -5.30670 -0.86419
H -2.00017 -4.38645 0.65342
H 0.04641 -3.65865 1.00374
H 2.34328 -3.32330 0.28290
H 3.17662 -4.81278 -0.44259
H 2.55083 -4.62046 1.31699
*
```

Values from the calculation:
largest force on an atom: 5.508 eV/A
relative energy (zero: lowest compared OMol25 entry of this formula, charge and spin): 0.084 eV
gap between HOMO and LUMO: 9.82 eV
LUMO energy: 0.53 eV
SMILES: O=C1OC[C@@H](F)O1.O=C1OC[C@@H](F)O1.CNC(C)=O.CNC(C)=O


# 3
The following is a quantum chemistry calculation of a structure of composition C27H28FN7O3PtS in a non-equilibrium geometry, from the Open Molecules 2025 dataset.

ORCA input file:
```
! wB97M-V def2-TZVPD RIJCOSX def2/J DEFGRID3
* xyz 2 3
Pt 1.17921 -3.19749 -1.56171
N 0.15177 -1.97952 -5.36400
C -1.14181 -2.31727 -4.95286
C -2.39635 -2.37157 -5.53067
C -3.51630 -2.64866 -4.70543
C -3.31559 -2.84677 -3.32325
C -2.04563 -2.84312 -2.78933
C -0.92928 -2.70481 -3.62314
N 0.40342 -2.69724 -3.24674
C 1.04718 -2.31203 -4.34126
C 2.44979 -1.81074 -4.45927
C 2.97006 -0.95711 -5.39528
S 4.64823 -0.92015 -5.35845
C 4.55665 -2.11787 -4.03432
N 3.42278 -2.50007 -3.67730
H 0.40022 -1.78556 -6.31938
H -2.55018 -1.98539 -6.55670
H -4.55771 -2.64991 -5.17979
H -4.24529 -2.86868 -2.69143
H -1.82635 -2.71728 -1.70389
H 2.42918 -0.34410 -6.15097
H 5.42110 -2.39624 -3.44463
F -0.45230 3.15400 -0.53409
C -0.39356 2.25441 0.46816
C -0.42734 0.93092 -0.01736
C -0.20181 -0.09668 0.91679
C 0.32158 -1.39100 0.58066
O 0.27246 -1.67236 -0.72791
C 0.63744 -2.37671 1.65992
C 0.21667 -2.09813 2.93119
N -0.31966 -0.87509 3.17382
C -1.03995 -0.71054 4.40452
C -1.28717 -1.80167 5.34294
C -0.09411 -0.98546 5.63422
C -0.32882 0.17592 2.31521
C -0.37732 1.47782 2.77523
C -0.48886 2.56894 1.83370
N -0.71710 3.87114 2.27426
C 0.11018 4.45231 3.28833
C 0.67934 5.73734 2.72526
N -0.42875 6.74165 2.23450
C -1.23579 6.05197 1.15911
C -1.70920 4.65706 1.61313
C 1.64371 -3.43723 1.37961
O 2.01865 -4.07996 2.39937
O 2.16413 -3.61756 0.22020
H -0.46322 0.73001 -1.05403
H 0.39439 -2.78749 3.83562
H -1.51477 0.25490 4.51095
H -1.11599 -2.78753 4.84996
H -2.12978 -1.62354 5.98814
H 0.92532 -1.28901 5.41967
H -0.18159 -0.20077 6.35244
H -0.27702 1.67476 3.82784
H 0.99029 3.78488 3.52174
H -0.43303 4.68617 4.22195
H 1.35701 5.66163 1.85254
H 1.19010 6.23736 3.56161
H -0.01617 7.60010 1.82632
H -0.99024 6.99994 3.03836
H -0.67768 6.01018 0.20414
H -2.15560 6.58908 0.92926
H -2.04822 3.97161 0.80516
H -2.60205 4.76530 2.26213
N 2.01601 -4.85044 -2.30703
H 2.30556 -5.45618 -1.52840
H 2.88008 -4.54871 -2.77616
H 1.42911 -5.38174 -2.98321
*
```

Values from the calculation:
expectation value of S²: 2.04
largest force on an atom: 3.994 eV/A
relative energy (zero: lowest compared OMol25 entry of this formula, charge and spin): 0.000 eV
gap between HOMO and LUMO (spin up / spin down): 5.71 / 5.04 eV
LUMO energy (spin up / spin down): -4.63 / -7.69 eV


What is the largest force on an atom in the third record? 3.994 eV/A